[1]
The following is a quantum chemistry calculation of a molecular structure, C6H8O3Tl in a non-equilibrium geometry, from the OMol25 dataset.

Its frontier orbital gap is 8.0 eV. The HOMO energy is -12.42 eV. The charge is +1. For the relative energy (zero: lowest compared OMol25 entry of this formula, charge and spin), the calculation gives 372.66 kJ/mol.

Atoms and positions in Å:
O1 1.4449 -0.3367 1.2847
C1 0.4053 0.4966 1.8033
C2 -0.6959 -0.2603 2.4657
Tl1 3.2479 -0.8801 2.7525
H1 -1.2870 0.2664 3.2151
H2 0.6146 1.5474 1.9986
H3 -0.4216 -1.2913 2.7063
C3 -0.8364 0.1326 1.0107
C4 -0.3371 -0.7449 -0.1232
C5 0.8108 -0.0971 -0.7165
H4 -1.5002 0.9556 0.7453
H5 -0.9412 -1.5296 -0.5741
H6 0.6731 -1.4719 0.7686
H7 1.6242 -0.7281 -1.0864
H8 0.7874 0.9561 -1.0115
O2 -1.6780 0.6325 -4.0904
C6 -1.1935 1.0106 -5.0729
O3 -0.7174 1.3423 -6.0759

Forces on the atoms, in the same order (eV/Å):
O 1.2 1.2 0.7
C -0.3 -0.5 -0.6
C 0.2 -0.2 0.3
Tl 0.2 0.0 0.1
H 0.0 -0.3 -0.3
H 0.3 -0.4 0.1
H -0.4 0.3 -0.1
C -0.2 0.7 -0.8
C 1.4 -0.9 1.5
C -0.9 -2.0 -0.1
H -0.1 -0.3 0.3
H 0.4 0.0 -0.1
H -1.8 1.8 -1.5
H -0.5 0.4 -0.6
H 0.5 0.0 1.1
O 0.0 0.1 0.3
C 0.1 -0.2 -0.6
O -0.1 0.1 0.3

---

[2]
The following is a quantum chemistry calculation of 2 unconnected molecules or ions with the total composition C6H8O6 in a non-equilibrium geometry, from the OMol25 dataset.

Its frontier orbital gap (alpha / beta) is 6.9 / 6.8 eV. The HOMO energy (alpha / beta) is -3.29 / -3.29 eV. The multiplicity is 2. The charge is -1. For the relative energy (zero: lowest compared OMol25 entry of this formula, charge and spin), the calculation gives 234.41 kJ/mol.

Atoms and positions in Å:
O1 -0.4864 1.1975 0.1823
C1 0.8503 0.7983 0.0858
C2 -0.8250 1.5330 1.5213
O2 1.4536 1.2488 1.2414
C3 0.4887 1.3527 2.2795
H1 -1.6171 0.8593 1.8728
H2 -1.1756 2.5750 1.5476
H3 0.4956 0.4237 2.8701
H4 0.7458 2.2020 2.9217
O3 1.4396 1.0781 -0.9697
C4 -0.0660 -1.2135 -2.4828
C5 -0.7679 -1.7299 -1.2855
O4 0.1370 -2.3193 -0.3493
C6 0.7170 -1.5293 0.6270
O5 1.5297 -2.1173 1.3249
O6 -0.7625 -0.3580 -3.2762
H5 1.0184 -1.0793 -2.5062
H6 -1.5082 -2.4871 -1.5852
H7 -1.3238 -0.9453 -0.7464
H8 -0.3432 0.5108 -3.2731

Forces on the atoms, in the same order (eV/Å):
O -0.8 -0.3 0.0
C 0.6 2.5 -0.9
C 0.0 -0.2 -0.4
O 0.2 -0.4 1.1
C 0.4 -0.7 0.0
H 0.1 0.2 0.1
H 0.0 -0.2 -0.1
H 0.0 0.2 -0.1
H 0.0 -0.1 -0.2
O -0.7 -2.0 0.7
C 1.0 0.2 0.0
C 0.1 0.0 1.0
O -0.5 -1.0 -0.8
C 1.2 1.1 0.0
O -0.9 0.5 -0.3
O -0.7 0.3 -0.4
H -0.4 -0.2 0.3
H 0.2 -0.1 0.2
H 0.1 0.2 -0.4
H 0.2 0.0 0.1

---

[3]
The following is a quantum chemistry calculation of a molecular structure, C6H8O8S in a non-equilibrium geometry, from the OMol25 dataset.

Its frontier orbital gap is 9.8 eV. The HOMO energy is -10.02 eV.

Atoms and positions in Å:
C1 -1.3023 1.1587 -1.0513
C2 0.1801 -1.1471 1.2070
C3 1.0499 1.0499 -2.6425
C4 -0.6570 1.9019 -2.0740
C5 0.3222 -3.1417 2.7189
C6 0.0296 -1.5880 2.7052
O1 -2.4271 1.3134 -0.6475
O2 1.1746 -1.4989 0.5800
O3 1.6598 2.8766 -0.8205
O4 0.8478 3.7668 -3.0337
O5 -1.2889 2.2588 -3.1902
O6 -1.1553 -1.1438 3.2581
O7 -0.3954 0.3569 -0.4403
O8 -0.8164 -0.3020 0.7794
S1 1.0277 2.6932 -2.0328
H1 1.3067 0.3399 -1.8595
H2 1.1827 0.8691 -3.7848
H3 -0.5268 -3.5591 2.2809
H4 1.2596 -3.5114 2.1495
H5 0.2905 -3.3223 3.7862
H6 1.0080 -1.1586 3.0055
H7 -0.9118 3.1665 -3.5327
H8 -1.8583 -1.3787 2.6393

Forces on the atoms, in the same order (eV/Å):
C -2.6 -0.6 3.4
C 2.5 -0.9 -0.7
C -0.9 1.5 -0.9
C 4.6 0.7 -3.3
C 1.0 1.5 0.2
C 1.9 -0.7 -3.4
O 0.7 -0.2 -0.9
O -2.5 1.3 0.7
O 1.7 0.7 3.2
O 0.9 -1.5 1.3
O -0.7 2.1 -0.6
O 0.3 -0.2 0.7
O 1.4 -1.3 0.2
O -0.1 0.6 -0.4
S -3.7 -0.9 -4.3
H 0.3 0.0 -0.4
H -0.5 0.3 2.4
H -1.4 -1.2 -0.7
H -1.5 1.0 1.3
H 0.4 -0.8 0.1
H -1.1 0.5 1.1
H -0.7 -2.2 1.1
H -0.1 0.1 0.3

---

[4]
The following is a quantum chemistry calculation of C6H8OS in the gas phase, from the OMol25 dataset.

Its frontier orbital gap is 8.9 eV. The HOMO energy is -8.21 eV. For the relative energy (zero: lowest compared OMol25 entry of this formula, charge and spin), the calculation gives 103.45 kJ/mol.

Atoms and positions in Å:
C1 -2.6036 -1.1642 0.0423
C2 -0.3157 0.3342 0.0414
C3 0.4254 -0.7716 0.2577
C4 1.8870 -0.3775 0.3923
C5 1.8536 1.1124 0.1133
C6 0.5877 1.5163 -0.0419
H1 -3.7045 -1.1675 -0.0644
H2 -2.3309 -1.5821 0.9988
H3 -2.1678 -1.7994 -0.7525
H4 0.0696 -1.7944 0.3740
H5 2.1978 -0.5482 1.4203
H6 2.4676 -1.0025 -1.3259
H7 2.7225 1.7335 0.0772
H8 0.2519 2.5345 -0.2133
O1 2.7773 -1.1158 -0.4141
S1 -2.0457 0.5410 -0.1270

Forces on the atoms, in the same order (eV/Å):
C -0.3 -0.3 -0.8
C 0.2 -0.3 0.1
C -0.3 0.1 0.0
C -0.6 0.2 -0.2
C -0.7 -0.2 0.1
C 0.2 -0.1 0.0
H 0.6 0.1 0.1
H 0.0 0.0 0.4
H -0.2 0.4 0.3
H 0.2 0.3 0.0
H 0.1 0.0 0.2
H 0.2 -0.1 0.2
H 0.4 0.2 0.0
H 0.0 -0.2 0.0
O 0.0 0.0 -0.4
S 0.2 -0.2 0.1

---

[5]
The following is a quantum chemistry calculation of C6H8OS in the gas phase in a non-equilibrium geometry, from the OMol25 dataset.

Its frontier orbital gap is 8.7 eV. The HOMO energy is -8.03 eV. For the relative energy (zero: lowest compared OMol25 entry of this formula, charge and spin), the calculation gives 233.26 kJ/mol.

Atoms and positions in Å:
C1 1.8290 0.7818 -0.0260
C2 -1.1546 0.9695 0.8945
C3 -1.2088 1.4117 -0.5542
C4 -0.1814 -1.0971 -0.5527
C5 0.9637 -1.7438 0.2207
C6 -0.3310 0.3130 -0.1357
O1 2.2293 1.8907 -0.0447
S1 2.5171 -0.7650 0.0580
H1 -0.6720 1.6327 1.5999
H2 -1.9987 0.4336 1.3157
H3 -2.0849 1.1643 -1.1438
H4 -0.7706 2.3650 -0.8101
H5 0.0186 -1.1544 -1.6278
H6 -1.0891 -1.6720 -0.3380
H7 0.7407 -1.7858 1.2868
H8 1.1926 -2.7444 -0.1427

Forces on the atoms, in the same order (eV/Å):
C -4.2 0.4 -0.2
C -0.1 -0.1 0.2
C -0.1 -0.1 -0.2
C -0.2 0.0 0.0
C 0.3 0.3 0.1
C 3.7 0.8 0.1
O 0.3 -0.2 0.0
S 0.4 -1.0 0.0
H 0.1 0.0 0.0
H -0.1 0.0 -0.1
H -0.1 0.0 0.1
H 0.1 0.1 0.0
H -0.1 0.0 0.1
H 0.0 -0.1 0.0
H 0.0 -0.1 -0.1
H 0.0 0.0 0.0

---

[6]
The following is a quantum chemistry calculation of a molecular structure, C6H8S2 in a non-equilibrium geometry, from the OMol25 dataset.

Its frontier orbital gap is 9.2 eV. The HOMO energy is -8.50 eV. For the relative energy (zero: lowest compared OMol25 entry of this formula, charge and spin), the calculation gives 132.84 kJ/mol.

Atoms and positions in Å:
C1 1.1082 0.2608 -0.5410
C2 -0.2199 1.0869 -0.4177
C3 -1.0672 0.7178 0.7400
C4 -1.0887 -0.8134 0.9578
C5 -0.5289 -1.5188 -0.0189
C6 0.2679 -0.9194 -1.1148
H1 2.9446 1.0000 0.6745
H2 1.7654 0.7056 -1.2897
H3 -0.1434 2.1829 -0.4199
H4 -0.7016 1.2385 1.6919
H5 -2.0256 1.1576 0.6493
H6 -1.4927 -1.3185 1.8308
H7 -0.6462 -2.5357 0.0213
H8 0.6387 -1.6679 -1.7896
S1 2.0182 0.1000 0.9860
S2 -0.8288 0.3234 -1.9600

Forces on the atoms, in the same order (eV/Å):
C -1.2 0.5 -0.5
C 0.9 1.3 -0.6
C 1.0 -0.9 3.2
C 0.2 1.4 -0.8
C -0.1 1.2 0.9
C -0.4 0.6 -0.2
H 0.2 0.2 -0.1
H -0.3 -0.2 0.0
H 0.3 -0.3 -0.4
H 0.0 -0.7 -1.1
H -1.3 0.1 -0.4
H -0.3 0.4 -0.2
H 0.1 -2.6 0.0
H 0.7 -0.1 -0.2
S 0.2 -0.7 0.6
S 0.0 -0.1 -0.3

---

[7]
The following is a quantum chemistry calculation of a molecular structure, C6H8S2 in a non-equilibrium geometry, from the OMol25 dataset.

Its frontier orbital gap is 9.8 eV. The HOMO energy is -9.07 eV. For the relative energy (zero: lowest compared OMol25 entry of this formula, charge and spin), the calculation gives 351.65 kJ/mol.

Atoms and positions in Å:
C1 0.7746 -0.3031 -0.5885
C2 -0.8631 -0.2809 -0.7929
C3 -0.8344 0.4093 0.4450
C4 0.5092 1.1213 0.1852
C5 -0.3749 -0.8995 1.3392
C6 0.7270 -1.2794 0.6405
H1 2.8919 -0.7454 -1.1245
H2 -1.0737 0.3704 -1.5936
H3 -1.2608 -1.1859 -0.9827
H4 -2.3836 1.9452 -0.2982
H5 0.5384 1.9728 -0.4725
H6 1.0560 1.4853 1.0448
H7 -0.6087 -1.2169 2.3742
H8 1.3449 -2.0352 0.8656
S1 1.9196 -0.6160 -2.0598
S2 -2.3624 1.2581 1.0180

Forces on the atoms, in the same order (eV/Å):
C -1.4 -0.2 0.6
C 3.9 1.7 -3.1
C -0.8 -0.5 4.8
C 0.1 -1.1 -0.7
C 2.0 1.3 -0.4
C -3.4 3.3 -0.7
H 0.2 -0.1 -0.7
H -0.4 1.0 -1.3
H -1.6 -3.0 0.0
H -0.3 -1.0 2.5
H -0.7 0.2 -0.8
H 0.4 -0.8 0.4
H -0.3 0.3 -0.9
H 2.4 -2.6 0.6
S -0.7 0.4 2.4
S 0.8 1.0 -2.8

---

[8]
The following is a quantum chemistry calculation of a molecular structure, C6H9AgO4 in a non-equilibrium geometry, from the OMol25 dataset.

Its frontier orbital gap is 6.6 eV. The HOMO energy is -7.56 eV. For the relative energy (zero: lowest compared OMol25 entry of this formula, charge and spin), the calculation gives 20.64 kJ/mol.

Atoms and positions in Å:
O1 1.4102 -0.6927 0.1136
C1 1.7549 -0.0699 -1.0640
C2 2.9415 0.4868 -1.2958
H1 0.9562 -0.0866 -1.8099
H2 3.1393 0.9231 -2.2753
H3 3.7340 0.4872 -0.5458
O2 -1.9835 0.7422 0.3443
C3 -0.7651 1.3188 0.4873
O3 -0.8532 2.5234 0.7564
Ag1 1.3690 2.7731 -0.0627
O4 1.8595 1.0827 1.4645
C4 1.1541 0.0817 1.2517
H4 0.8406 -0.6147 2.0471
C5 -2.0974 -0.4867 -0.3807
H5 -2.9736 -0.3697 -1.0319
H6 -1.2053 -0.6222 -1.0077
C6 -2.2855 -1.6495 0.5719
H7 -1.4948 -1.6576 1.3354
H8 -3.2526 -1.5742 1.0882
H9 -2.2483 -2.5951 0.0134

Forces on the atoms, in the same order (eV/Å):
O -0.5 -0.2 -0.2
C -0.2 0.2 0.4
C 0.1 0.3 0.0
H 0.2 -0.1 0.2
H 0.0 -0.2 0.2
H -0.3 0.0 -0.2
O -0.7 0.0 -0.4
C -0.2 -0.7 0.2
O 1.0 0.1 -0.1
Ag -0.3 -0.4 0.3
O -0.8 -0.7 0.4
C 1.9 1.1 -0.9
H -0.6 0.5 -0.3
C 0.3 0.1 0.3
H 0.3 0.0 0.1
H -0.2 0.0 0.1
C 0.0 -0.2 0.1
H -0.2 0.0 -0.3
H 0.3 0.0 -0.1
H -0.1 0.2 0.2

---

[9]
The following is a quantum chemistry calculation of a molecular structure, C6H9B2F8N3Ni, from the OMol25 dataset.

Its frontier orbital gap (alpha / beta) is 12.2 / 11.7 eV. The HOMO energy (alpha / beta) is -11.96 / -11.60 eV. The multiplicity is 3. For the relative energy (zero: lowest compared OMol25 entry of this formula, charge and spin), the calculation gives 0.00 kJ/mol.

Atoms and positions in Å:
Ni1 -0.3278 0.2315 -0.1156
B1 0.2195 0.0133 -2.7930
F1 0.8869 -0.4824 -1.5908
F2 -0.8334 0.7906 -2.1873
F3 1.0901 0.7832 -3.5206
F4 -0.3162 -1.0338 -3.5212
B2 -2.1544 1.6770 1.3681
F5 -1.5409 0.3727 1.6143
F6 -1.4602 2.6526 2.0607
F7 -1.9054 1.8230 -0.0391
F8 -3.4829 1.6247 1.6808
C1 1.3669 -2.2801 3.3599
C2 1.1361 -1.4450 2.1851
N1 0.9284 -0.7923 1.2740
H1 2.4300 -2.3240 3.5788
H2 1.0025 -3.2841 3.1521
H3 0.7949 -1.8371 4.1734
C3 2.6149 3.9591 0.1387
C4 1.7155 2.8279 0.0585
N2 1.0081 1.9386 -0.0133
H4 3.6446 3.6322 -0.0089
H5 2.5518 4.4131 1.1260
H6 2.3940 4.6979 -0.6273
C5 -2.0929 -3.3287 -2.2122
C6 -1.6833 -2.3608 -1.2221
N3 -1.3510 -1.5824 -0.4564
H7 -3.1828 -3.3709 -2.2507
H8 -1.6798 -4.3128 -2.0092
H9 -1.7732 -3.0033 -3.2024

Forces on the atoms, in the same order (eV/Å):
Ni 0.6 -0.2 0.5
B -0.2 0.4 -0.2
F 0.3 -0.2 -0.2
F 0.1 -0.1 -0.4
F -0.2 -0.1 0.2
F 0.1 0.0 0.2
B -0.1 0.3 0.0
F 0.2 0.1 0.1
F 0.0 -0.2 0.0
F -0.3 0.1 0.2
F 0.1 0.0 -0.1
C -0.2 0.2 -0.4
C 0.2 -0.3 0.2
N -0.3 0.2 -0.3
H 0.0 0.1 0.1
H 0.0 0.0 0.1
H 0.2 -0.1 0.2
C 0.5 0.2 0.1
C 0.0 0.2 -0.1
N -0.6 -0.6 0.1
H -0.1 -0.1 0.0
H -0.1 0.0 0.0
H -0.2 0.0 0.0
C -0.5 -0.1 -0.5
C 0.0 -0.1 -0.1
N 0.1 0.4 0.0
H 0.1 -0.1 0.2
H 0.0 0.0 0.1
H 0.3 0.1 0.1

---

[10]
The following is a quantum chemistry calculation of C6H9BN2O2 in the gas phase in a non-equilibrium geometry, from the OMol25 dataset.

Its frontier orbital gap is 8.8 eV. The HOMO energy is -8.58 eV. For the relative energy (zero: lowest compared OMol25 entry of this formula, charge and spin), the calculation gives 0.00 kJ/mol.

Atoms and positions in Å:
B1 1.8212 -0.7445 -0.1128
C1 -1.5603 -1.4352 0.7210
C2 -2.7239 -1.0843 0.0567
C3 -0.6961 -0.4218 0.3910
C4 0.5652 1.5851 0.2038
C5 -0.7753 1.7553 -0.6053
C6 0.6627 0.1065 0.6476
N1 -2.6573 0.0597 -0.6024
N2 -1.3793 0.4289 -0.4515
O1 3.1421 -0.3745 0.0586
O2 1.5492 -1.7581 -0.9352
H1 -1.1669 -2.1992 1.3397
H2 -3.7151 -1.4644 -0.0961
H3 1.5112 1.9234 -0.2832
H4 0.4835 2.3457 1.1576
H5 -1.3475 2.6520 -0.2858
H6 -0.6467 1.8463 -1.6170
H7 0.9980 0.1810 1.7588
H8 3.8018 -1.1011 0.0631
H9 2.1337 -2.3007 -1.4087

Forces on the atoms, in the same order (eV/Å):
B 0.9 0.9 0.3
C 1.7 0.6 0.0
C -2.2 0.4 -0.9
C -0.8 1.3 -0.7
C 0.0 2.6 1.6
C 0.5 -0.4 1.6
C 1.6 -0.3 1.3
N 0.9 0.3 -0.3
N 0.4 0.2 2.1
O 0.7 -0.2 0.9
O -2.8 -0.1 0.4
H -0.7 -1.0 0.4
H -0.1 -1.1 0.7
H -1.0 -0.2 -0.1
H 0.2 -2.1 -2.1
H -0.1 -1.0 0.2
H 0.8 0.7 -2.6
H -0.8 -0.7 -1.7
H -0.7 0.8 -0.3
H 1.5 -0.6 -0.7

---

Please write out number 6 again, unchanged.
The following is a quantum chemistry calculation of a molecular structure, C6H8S2 in a non-equilibrium geometry, from the OMol25 dataset.

Its frontier orbital gap is 9.2 eV. The HOMO energy is -8.50 eV. For the relative energy (zero: lowest compared OMol25 entry of this formula, charge and spin), the calculation gives 132.84 kJ/mol.

Atoms and positions in Å:
C1 1.1082 0.2608 -0.5410
C2 -0.2199 1.0869 -0.4177
C3 -1.0672 0.7178 0.7400
C4 -1.0887 -0.8134 0.9578
C5 -0.5289 -1.5188 -0.0189
C6 0.2679 -0.9194 -1.1148
H1 2.9446 1.0000 0.6745
H2 1.7654 0.7056 -1.2897
H3 -0.1434 2.1829 -0.4199
H4 -0.7016 1.2385 1.6919
H5 -2.0256 1.1576 0.6493
H6 -1.4927 -1.3185 1.8308
H7 -0.6462 -2.5357 0.0213
H8 0.6387 -1.6679 -1.7896
S1 2.0182 0.1000 0.9860
S2 -0.8288 0.3234 -1.9600

Forces on the atoms, in the same order (eV/Å):
C -1.2 0.5 -0.5
C 0.9 1.3 -0.6
C 1.0 -0.9 3.2
C 0.2 1.4 -0.8
C -0.1 1.2 0.9
C -0.4 0.6 -0.2
H 0.2 0.2 -0.1
H -0.3 -0.2 0.0
H 0.3 -0.3 -0.4
H 0.0 -0.7 -1.1
H -1.3 0.1 -0.4
H -0.3 0.4 -0.2
H 0.1 -2.6 0.0
H 0.7 -0.1 -0.2
S 0.2 -0.7 0.6
S 0.0 -0.1 -0.3